i.
Formula: C2H9N2O
Source: the Open Molecules 2025 dataset
Level of theory: ωB97M-V with the def2-TZVPD basis set

Bonds (Å) are listed after each position.
Atoms and positions in Å:
1 N -1.55284 -0.86257 -1.19597  C4 1.388, H11 1.003, H14 1.003
2 H 0.50263 0.53412 -1.09224  N13 1.021
3 H 0.19819 1.53479 0.13384  N13 1.014
4 C -1.27059 -0.05031 -0.10581  N1 1.388, H10 1.099, H12 1.094, N13 1.532
5 C 1.14433 -0.03508 0.76883  H7 1.092, H8 1.095, O9 1.396, N13 1.484
6 H 2.94858 0.62116 1.19941  O9 0.967
7 H 1.51481 -0.98681 0.38275  C5 1.092
8 H 0.62641 -0.17569 1.72300  C5 1.095
9 O 2.15413 0.92780 0.74126  C5 1.396, H6 0.967
10 H -1.32046 -0.60268 0.84339  C4 1.099
11 H -1.82248 -0.40266 -2.04507  N1 1.003
12 H -1.98573 0.75809 0.07076  C4 1.094
13 N 0.13405 0.56100 -0.14026  H2 1.021, H3 1.014, C4 1.532, C5 1.484
14 H -1.27103 -1.82115 -1.28389  N1 1.003

Values from the calculation:
E_HOMO in eV: -14.70
LUMO energy in eV: -3.085
M in Da: 77.11
SMILES: NC[NH2+]CO
Total charge: +1

ii.
Formula: C2H9N2O
Source: the Open Molecules 2025 dataset
Level of theory: ωB97M-V with the def2-TZVPD basis set

Bonds (Å) are listed after each position.
Atoms and positions in Å:
1 H -0.36679 -0.05695 -3.35626  C10 1.084
2 O -0.56282 0.55173 1.29222  C7 1.232
3 H -1.00528 -0.13626 3.12185  C7 1.096
4 H 1.00869 0.60482 -2.50083  C10 1.085
5 H 1.28002 -0.53385 3.59332  N6 1.009
6 N 0.98929 -0.41390 2.63421  H5 1.009, C7 1.332, H14 1.014
7 C -0.23685 0.02694 2.35790  O2 1.232, H3 1.096, N6 1.332
8 H -1.38909 -0.43306 -1.15173  N13 1.024
9 H -0.23032 0.41193 -0.37325  N13 1.050
10 C 0.18780 -0.10142 -2.42586  H1 1.084, H4 1.085, H12 1.088, N13 1.500
11 H -1.20321 1.16679 -1.57425  N13 1.016
12 H 0.53844 -1.11454 -2.23835  C10 1.088
13 N -0.71210 0.31983 -1.30198  H8 1.024, H9 1.050, C10 1.500, H11 1.016
14 H 1.70221 -0.29208 1.92300  N6 1.014

Values from the calculation:
E_HOMO in eV: -14.62
LUMO energy in eV: -3.233
M in Da: 77.11
Total charge: +1

The relative energies come out as i 116.9; ii 0.0, with values in kJ/mol.

i.
Formula: C2H9N2O
Source: the Open Molecules 2025 dataset
Level of theory: ωB97M-V with the def2-TZVPD basis set

Bonds (Å) are listed after each position.
Atoms and positions in Å:
1 C -1.00847 1.71699 0.84571  O6 1.197, H8 1.111, N12 1.372
2 H -1.94020 -0.15327 0.85137  N12 1.005
3 H 2.44308 -0.33273 -1.07226  C13 1.085
4 H 1.42346 -2.02916 0.33461  N7 1.023
5 H -2.94259 1.17552 1.15421  N12 1.010
6 O -1.02382 2.75475 1.44201  C1 1.197
7 N 0.85658 -1.27342 -0.05759  H4 1.023, H11 1.025, C13 1.508, H14 1.022
8 H -0.11391 1.42179 0.25606  C1 1.111
9 H 0.81342 0.16288 -1.59190  C13 1.086
10 H 1.44032 -1.42326 -2.09871  C13 1.084
11 H 0.76233 -0.55082 0.66354  N7 1.025
12 N -2.06356 0.84154 0.78512  C1 1.372, H2 1.005, H5 1.010
13 C 1.44269 -0.67715 -1.31242  H3 1.085, N7 1.508, H9 1.086, H10 1.084
14 H -0.08934 -1.63367 -0.19974  N7 1.022

Values from the calculation:
E_HOMO in eV: -13.79
LUMO energy in eV: -4.317
M in Da: 77.11
Total charge: +1

ii.
Formula: C2H9N2O
Source: the Open Molecules 2025 dataset
Level of theory: ωB97M-V with the def2-TZVPD basis set

Bonds (Å) are listed after each position.
Atoms and positions in Å:
1 H 0.34419 -2.21032 0.23392  C5 1.078
2 H 1.48337 -0.85502 1.69074  N4 1.019
3 N -1.42104 -1.29536 -1.62259  H7 1.008, H8 1.006, C14 1.343
4 N 0.84476 -0.28683 1.13556  H2 1.019, C5 1.474, H6 1.023, H9 1.022
5 C 0.14698 -1.15281 0.16875  H1 1.078, N4 1.474, C14 1.340
6 H 1.35220 0.49309 0.71091  N4 1.023
7 H -1.36751 -2.30145 -1.64902  N3 1.008
8 H -1.95507 -0.91572 -2.38565  N3 1.006
9 H 0.19135 0.14474 1.79178  N4 1.022
10 H 1.14420 2.97278 -0.11197  O11 0.963
11 O 0.69399 2.48207 0.58374  H10 0.963, H12 0.962
12 H 0.03582 3.07144 0.96332  O11 0.962
13 H -0.83612 0.46349 -0.75347  C14 1.088
14 C -0.65713 -0.61008 -0.75601  N3 1.343, C5 1.340, H13 1.088

Values from the calculation:
E_HOMO in eV: -12.81
LUMO energy in eV: -3.192
M in Da: 77.11
Total charge: +1

The relative energies come out as i 41.3; ii 0.0, with values in kJ/mol.

i.
Formula: C2H3ClO2
Source: the Open Molecules 2025 dataset
Level of theory: ωB97M-V with the def2-TZVPD basis set

Bonds (Å) are listed after each position.
Atoms and positions in Å:
1 O -1.53989 0.21842 -1.17560  C3 1.295, H5 0.943
2 H 2.46711 -0.49747 0.89188  C4 1.226
3 C -1.27712 -0.32387 -0.02899  O1 1.295, Cl8 1.658
4 C 2.50815 -0.00345 -0.22889  H2 1.226, O6 1.180, H7 1.104
5 H -2.41013 -0.02631 -1.44378  O1 0.943
6 O 3.48204 0.01507 -0.89476  C4 1.180
7 H 1.55509 0.35520 -0.65515  C4 1.104
8 Cl -2.43438 -1.34524 0.57547  C3 1.658

Values from the calculation:
E_HOMO in eV: -9.54
LUMO energy in eV: 0.232
M in Da: 94.50

ii.
Formula: C2H3ClO2
Source: the Open Molecules 2025 dataset
Level of theory: ωB97M-V with the def2-TZVPD basis set

Bonds (Å) are listed after each position.
Atoms and positions in Å:
1 C 1.08029 0.05431 0.01251  H2 1.055, H3 1.042, H4 1.133, C5 1.488
2 H 1.43377 0.09964 -0.98045  C1 1.055
3 H 1.18674 1.05929 0.26637  C1 1.042
4 H 1.70454 -0.60025 0.69486  C1 1.133
5 C -0.28953 -0.52590 0.05913  C1 1.488, O6 1.133
6 O -0.80684 -1.53197 0.00130  C5 1.133
7 Cl -2.88993 0.36983 0.04886  O8 1.638
8 O -1.41905 1.07505 -0.10257  Cl7 1.638

Values from the calculation:
E_HOMO in eV: -9.11
LUMO energy in eV: 0.257
M in Da: 94.50

iii.
Formula: C2H3ClO2
Source: the Open Molecules 2025 dataset
Level of theory: ωB97M-V with the def2-TZVPD basis set

Bonds (Å) are listed after each position.
Atoms and positions in Å:
1 Cl 1.71809 0.88799 -0.33366  C4 1.738
2 H 1.54529 -1.45408 0.39226  O5 1.011
3 C -0.98233 0.93783 0.03501  C4 1.333, H6 1.070, H8 1.169
4 C 0.12321 0.21904 -0.16035  Cl1 1.738, C3 1.333, O7 1.346
5 O 0.69786 -1.96712 0.18849  H2 1.011, O7 1.449
6 H -1.88835 0.37822 0.13986  C3 1.070
7 O 0.00748 -1.02261 -0.66603  C4 1.346, O5 1.449
8 H -1.22125 2.02073 0.40440  C3 1.169

Values from the calculation:
E_HOMO in eV: -10.06
LUMO energy in eV: 0.493
M in Da: 94.50
SMILES: C=C(Cl)OO

The relative energies come out as i 28.9; ii 0.0; iii 82.4, with values in kJ/mol.

i.
Formula: C2H4ClOP
Source: the Open Molecules 2025 dataset
Level of theory: ωB97M-V with the def2-TZVPD basis set

Bonds (Å) are listed after each position.
Atoms and positions in Å:
1 P 0.98083 -3.11489 -1.35756  O4 1.459, Cl8 2.091
2 H 1.48296 -0.52353 0.02699  C3 1.054
3 C 0.87710 0.12000 0.60167  H2 1.054, H7 1.099, C9 1.317
4 O 0.48909 -1.86961 -1.93711  P1 1.459
5 H -1.14454 0.51872 1.05820  C9 1.117
6 H -0.80102 -1.05590 -0.00639  C9 1.132
7 H 1.21349 1.01189 1.14924  C3 1.099
8 Cl -0.56985 -3.77257 -0.11858  P1 2.091
9 C -0.41216 -0.13629 0.52780  C3 1.317, H5 1.117, H6 1.132

Values from the calculation:
E_HOMO in eV: -10.07
LUMO energy in eV: -1.300
M in Da: 110.48
SMILES: O=PCl.C=C

ii.
Formula: C2H4ClOP
Source: the Open Molecules 2025 dataset
Level of theory: ωB97M-V with the def2-TZVPD basis set

Bonds (Å) are listed after each position.
Atoms and positions in Å:
1 Cl -2.71394 -0.81197 -0.06135  C3 1.706
2 H -2.03013 1.43787 -0.21548  C3 1.026
3 C -1.71259 0.54787 0.18404  Cl1 1.706, H2 1.026, P9 1.721
4 H 1.07855 -1.49277 -0.76812  C8 1.107
5 H 2.13324 -0.36311 -0.26601  C8 1.103
6 O 0.70815 1.91318 -0.10854  P9 1.474
7 H 1.35663 -1.05516 1.17705  C8 1.128
8 C 1.18702 -0.80264 0.09045  H4 1.107, H5 1.103, H7 1.128, P9 1.866
9 P -0.00693 0.62672 -0.03203  C3 1.721, O6 1.474, C8 1.866

Values from the calculation:
E_HOMO in eV: -8.73
LUMO energy in eV: 0.093
M in Da: 110.48

iii.
Formula: C2H4ClOP
Source: the Open Molecules 2025 dataset
Level of theory: ωB97M-V with the def2-TZVPD basis set

Bonds (Å) are listed after each position.
Atoms and positions in Å:
1 H 0.48300 0.50268 -1.48679  C8 1.074
2 C -0.70852 -0.14488 1.05521  P6 1.641, H9 1.181
3 Cl -1.89546 2.15551 2.36761  P6 2.054
4 H 0.27106 -1.24132 -1.71247  C8 1.064
5 H 1.80520 -0.58962 -1.74678  C8 1.163
6 P -0.38490 1.45989 1.16201  C2 1.641, Cl3 2.054
7 O 0.95176 -0.57622 0.11723  C8 1.315
8 C 0.79359 -0.47990 -1.18431  H1 1.074, H4 1.064, H5 1.163, O7 1.315
9 H -1.31573 -1.08614 1.42828  C2 1.181

Values from the calculation:
E_HOMO in eV: -10.02
LUMO energy in eV: -0.513
M in Da: 110.48

The relative energies come out as i 0.0; ii 131.7; iii 344.7, with values in kJ/mol.

i.
Formula: C2H4ClOP
Source: the Open Molecules 2025 dataset
Level of theory: ωB97M-V with the def2-TZVPD basis set

Bonds (Å) are listed after each position.
Atoms and positions in Å:
1 C 1.37133 -0.86438 -0.14989  Cl2 1.749, H3 1.122, P7 1.735
2 Cl 2.30763 0.57188 0.19459  C1 1.749
3 H 2.02441 -1.74160 0.10253  C1 1.122
4 H -0.11927 1.57880 -0.46917  C6 1.172
5 O -1.06491 -1.89810 0.05674  P7 1.419
6 C -0.99653 0.94365 -0.02000  H4 1.172, P7 1.851, H8 1.094, H9 1.109
7 P -0.29416 -0.73537 0.31913  C1 1.735, O5 1.419, C6 1.851
8 H -1.53588 1.36420 0.83364  C6 1.094
9 H -1.69264 0.78091 -0.86757  C6 1.109

Values from the calculation:
E_HOMO in eV: -8.70
LUMO energy in eV: -0.780
M in Da: 110.48

ii.
Formula: C2H4ClOP
Source: the Open Molecules 2025 dataset
Level of theory: ωB97M-V with the def2-TZVPD basis set

Bonds (Å) are listed after each position.
Atoms and positions in Å:
1 C -1.18426 -0.08376 0.30626  H2 1.029, H3 1.145, H4 1.184, C7 1.517
2 H -1.63609 -1.00136 0.19775  C1 1.029
3 H -1.82975 0.69071 -0.23626  C1 1.145
4 H -1.17682 0.27174 1.43610  C1 1.184
5 Cl 1.05007 -1.55497 0.01031  C7 1.760, P8 2.368
6 O 2.47869 0.97838 -0.60912  P8 1.425
7 C 0.22168 -0.02563 -0.26136  C1 1.517, Cl5 1.760, P8 1.871, H9 1.165
8 P 1.76215 0.63172 0.57291  Cl5 2.368, O6 1.425, C7 1.871
9 H 0.31434 0.09316 -1.41659  C7 1.165

Values from the calculation:
E_HOMO in eV: -9.45
LUMO energy in eV: 0.255
M in Da: 110.48

iii.
Formula: C2H4ClOP
Source: the Open Molecules 2025 dataset
Level of theory: ωB97M-V with the def2-TZVPD basis set

Bonds (Å) are listed after each position.
Atoms and positions in Å:
1 C -0.42343 -0.12057 -0.53693  H5 1.091, C6 1.535, P8 1.906, H9 1.089
2 H 1.34110 -1.28645 0.02605  C6 1.101
3 Cl -2.29789 0.57776 1.66627  P8 1.962
4 O 1.16716 0.40141 1.14838  C6 1.394
5 H -0.52972 0.02376 -1.61299  C1 1.091
6 C 1.03992 -0.23380 -0.08627  C1 1.535, H2 1.101, O4 1.394, H7 1.103
7 H 1.70879 0.21655 -0.83830  C6 1.103
8 P -1.00393 1.40598 0.44659  C1 1.906, Cl3 1.962
9 H -1.00200 -0.98465 -0.21280  C1 1.089

Values from the calculation:
E_HOMO (alpha / beta) in eV: -9.61 / -8.63
LUMO energy (alpha / beta) in eV: -1.391 / -1.549
M in Da: 110.48

The relative energies come out as i 53.0; ii 0.0; iii 133.3, with values in kJ/mol.

i.
Formula: C7H7N
Source: the Open Molecules 2025 dataset
Level of theory: ωB97M-V with the def2-TZVPD basis set

Bonds (Å) are listed after each position.
Atoms and positions in Å:
1 C 2.03851 -0.08222 -0.44554  H6 1.158, H7 1.086, C10 1.500, C14 1.501
2 N -2.82464 -0.08475 -0.78504  C5 1.157
3 C 0.03427 -1.22573 0.46944  H9 1.077, C10 1.320, C15 1.534
4 C 0.11030 1.32948 0.39322  H13 1.079, C14 1.337, C15 1.501
5 C -1.90003 0.07214 -0.10668  N2 1.157, C15 1.452
6 H 2.17525 -0.10211 -1.59542  C1 1.158
7 H 3.02351 -0.10058 0.01197  C1 1.086
8 H 1.65996 -2.28311 -0.26027  C10 1.094
9 H -0.50543 -2.12333 0.71948  C3 1.077
10 C 1.23596 -1.29265 -0.07187  C1 1.500, C3 1.320, H8 1.094
11 H 1.83852 2.12021 -0.42636  C14 1.085
12 H -1.05678 0.09988 1.73908  C15 1.096
13 H -0.25542 2.33345 0.54056  C4 1.079
14 C 1.32600 1.20470 -0.14846  C1 1.501, C4 1.337, H11 1.085
15 C -0.69620 0.10243 0.70427  C3 1.534, C4 1.501, C5 1.452, H12 1.096

Values from the calculation:
E_HOMO in eV: -9.74
LUMO energy in eV: 0.828
M in Da: 105.14
SMILES: N#CC1C=CCC=C1

ii.
Formula: C7H7N
Source: the Open Molecules 2025 dataset
Level of theory: ωB97M-V with the def2-TZVPD basis set

Bonds (Å) are listed after each position.
Atoms and positions in Å:
1 C -0.12492 -0.18478 0.65477  C3 1.291, N7 1.369, H13 1.047
2 H -1.99441 2.08897 -0.53244  C6 1.063
3 C -0.55776 0.99525 0.36045  C1 1.291, C6 1.344, H12 1.146
4 C 4.32042 0.02371 -0.22118  C8 1.225, H15 1.159
5 H -2.48338 -2.20192 -0.51348  C9 1.098
6 C -1.80365 1.12511 -0.12793  H2 1.063, C3 1.344, C10 1.384
7 N -0.80814 -1.32358 0.32066  C1 1.369, C9 1.315
8 C 3.19603 -0.46184 -0.19208  C4 1.225, H11 1.096
9 C -2.01843 -1.26157 -0.18948  H5 1.098, N7 1.315, C10 1.410
10 C -2.62011 0.01318 -0.23566  C6 1.384, C9 1.410, H14 1.071
11 H 2.19424 -0.90486 -0.15312  C8 1.096
12 H 0.16539 1.88358 0.37788  C3 1.146
13 H 0.71192 -0.41211 1.24164  C1 1.047
14 H -3.54775 0.14266 -0.75431  C10 1.071
15 H 5.37056 0.47820 -0.03571  C4 1.159

Values from the calculation:
E_HOMO in eV: -9.63
LUMO energy in eV: 0.789
M in Da: 105.14
SMILES: c1ccncc1.C#C

The relative energies come out as i 0.0; ii 219.9, with values in kJ/mol.